{
  "formula": "C26H48O24",
  "method": "ωB97M-V/def2-TZVPD",
  "de_lowest_kj_mol": 583.5,
  "homo_lumo_gap_ev": 9.68,
  "smiles": "C[C@H]1COC(=O)O1.C[C@H]1COC(=O)O1.COC(=O)OC.COC(=O)OC.COC(=O)OC.COC(=O)OC.COC(=O)OC.COC(=O)OC",
  "e_homo_ev": -9.31,
  "species": ["C", "C", "C", "O", "C", "O", "O", "H", "H", "H", "H", "H", "H", "C", "C", "C", "O", "C", "O", "O", "H", "H", "H", "H", "H", "H", "C", "O", "C", "O", "O", "C", "H", "H", "H", "H", "H", "H", "C", "O", "C", "O", "O", "C", "H", "H", "H", "H", "H", "H", "C", "O", "C", "O", "O", "C", "H", "H", "H", "H", "H", "H", "C", "O", "C", "O", "O", "C", "H", "H", "H", "H", "H", "H", "C", "O", "C", "O", "O", "C", "H", "H", "H", "H", "H", "H", "C", "O", "C", "O", "O", "C", "H", "H", "H", "H", "H", "H"],
  "positions_angstrom": [[-0.40718, -1.02704, 0.27510], [0.05682, -2.10304, -0.61590], [-0.18518, -3.49904, -0.01690], [-0.73918, -4.23704, -1.12590], [-1.08118, -3.39604, -2.09690], [-1.64918, -3.85504, -3.06390], [-0.63918, -2.17904, -1.84590], [0.05282, -1.21104, 1.22010], [-1.47818, -1.08304, 0.55110], [-0.17818, -0.03504, -0.03590], [1.16682, -1.81104, -0.82590], [-1.00418, -3.63304, 0.70910], [0.67582, -3.98004, 0.45110], [-4.13418, -2.72104, -0.25990], [-3.78518, -1.24604, -0.58190], [-4.78218, -0.37804, -1.42890], [-5.06318, 0.63596, -0.49390], [-4.45318, 0.47696, 0.58610], [-4.45718, 1.25196, 1.51010], [-3.72718, -0.50004, 0.64010], [-5.13118, -2.84204, 0.11810], [-3.42318, -3.05204, 0.49810], [-4.07018, -3.31304, -1.12590], [-2.83418, -1.20004, -1.10990], [-5.59518, -0.95904, -1.59690], [-4.31518, 0.00396, -2.37090], [-2.97518, -2.50604, 3.63410], [-1.62018, -2.49604, 3.30510], [-0.64118, -2.65304, 4.19610], [-0.84018, -3.21804, 5.45710], [0.63482, -2.34604, 3.79010], [1.76482, -2.43704, 4.64210], [-3.28818, -3.33604, 4.23710], [-3.53818, -2.49004, 2.70510], [-3.33018, -1.54204, 4.11510], [1.54382, -2.04304, 5.63210], [2.60282, -1.92604, 4.25410], [2.09682, -3.51104, 4.60810], [2.43882, -2.36104, -3.64690], [2.60982, -2.09004, -5.00390], [3.74982, -1.55904, -5.45990], [4.86182, -1.41004, -4.63890], [3.72982, -1.36904, -6.74590], [4.90282, -0.75304, -7.30990], [1.35482, -2.57704, -3.41390], [2.61382, -1.46904, -3.08990], [3.09382, -3.23404, -3.30590], [5.00382, 0.19196, -6.83190], [4.67482, -0.49104, -8.35790], [5.83882, -1.33004, -7.12690], [2.48982, 0.96596, 5.19310], [1.61882, 0.44996, 4.21210], [0.49582, 1.04996, 3.99510], [0.21782, 2.35296, 4.59710], [-0.32718, 0.50396, 3.02610], [-1.65418, 0.84796, 2.87910], [3.07282, 0.17496, 5.63410], [1.96982, 1.51896, 5.95510], [3.16582, 1.73396, 4.81510], [-2.31118, 0.19496, 3.43210], [-1.91818, 0.75796, 1.83310], [-1.86518, 1.82296, 3.27510], [2.84482, -0.50104, 1.60610], [3.79682, -0.19904, 0.59510], [3.41882, 0.44096, -0.50590], [2.16682, 0.88896, -0.72890], [4.34882, 0.49496, -1.38790], [4.18182, 1.19996, -2.61690], [2.48382, -1.52404, 1.65510], [1.95082, 0.17496, 1.66210], [3.41482, -0.48004, 2.54610], [5.16482, 1.26296, -3.10290], [3.87782, 2.20296, -2.38490], [3.51282, 0.55796, -3.19290], [0.27282, 3.13496, -0.29690], [0.85282, 4.00596, 0.61610], [0.16782, 4.55296, 1.62410], [-1.16418, 4.14696, 1.91510], [0.73582, 5.48696, 2.30910], [0.03882, 6.17496, 3.34810], [-0.02918, 2.16196, 0.15410], [0.78782, 2.95296, -1.25290], [-0.63418, 3.58196, -0.69990], [-0.66218, 6.88496, 2.84510], [0.83682, 6.72996, 3.83910], [-0.57918, 5.69796, 4.10610], [-3.65718, 3.39696, -2.35290], [-2.83218, 2.73396, -3.31990], [-1.88018, 1.93296, -2.96990], [-1.91318, 1.37296, -1.75190], [-0.93618, 1.56396, -3.87190], [-0.12018, 0.43196, -3.63190], [-4.13318, 2.69096, -1.64790], [-4.39418, 3.85996, -3.02690], [-3.14118, 4.19496, -1.87190], [0.57582, 0.19896, -4.49990], [-0.80818, -0.41404, -3.53190], [0.39682, 0.47796, -2.62990]],
  "forces_ev_per_a": [[-1.8, 0.0, 1.0], [2.0, 0.1, 0.6], [-0.8, -0.7, 0.1], [1.1, -0.4, 0.9], [-0.4, -2.6, -1.3], [0.3, 1.9, 0.5], [-0.5, 1.1, -1.1], [0.7, 0.1, 0.8], [0.5, -0.1, -0.5], [0.2, 0.7, -0.5], [-1.6, -1.1, 0.0], [0.4, 1.1, 0.3], [0.2, -0.1, -0.6], [0.4, 1.9, 0.6], [-0.1, -0.9, -1.1], [3.4, 0.0, 0.6], [-3.4, 1.5, -4.5], [-0.5, 5.9, 4.7], [-1.0, 0.8, 0.4], [4.4, -7.0, -0.5], [-0.6, 0.2, 0.4], [0.0, -0.2, -0.1], [0.4, -0.8, -1.2], [0.3, 0.0, 0.5], [-2.9, -1.3, -0.9], [-0.5, -0.1, 1.0], [-2.0, 1.6, 0.8], [3.2, 0.5, -0.3], [0.2, -3.7, 7.7], [1.0, 3.6, -7.5], [-3.1, 0.5, -1.5], [-0.5, -2.5, 0.9], [0.2, -0.5, 0.4], [0.3, -0.3, -0.3], [0.9, -1.1, -0.1], [-0.1, -0.4, 0.1], [0.4, 1.1, -1.0], [-0.5, 0.8, 0.8], [-0.3, -1.6, 1.7], [0.3, 0.7, -2.2], [5.6, -0.8, 5.6], [-6.3, -0.4, -4.7], [-0.2, -0.1, 0.0], [0.4, 0.2, -0.3], [1.1, -0.1, -0.9], [0.7, 0.5, 0.7], [-0.8, 1.4, -0.4], [0.4, 0.8, 0.6], [0.1, -0.9, 0.4], [-1.0, 0.2, -0.4], [0.7, 1.5, 0.8], [-0.6, -1.2, -0.8], [-4.1, 8.6, 1.5], [1.5, -8.1, -3.4], [4.8, -0.5, 2.5], [-1.9, 1.0, 0.2], [0.0, -0.5, -0.2], [-0.7, -0.2, 0.3], [0.0, -0.3, -0.7], [0.0, -0.6, 0.2], [0.2, 0.3, -0.1], [0.1, 0.7, -0.3], [-0.7, 0.7, 1.7], [0.0, 0.1, -0.9], [-7.2, 1.5, -0.8], [6.1, -2.2, 1.2], [1.9, -0.3, 0.7], [0.2, -0.5, -0.1], [0.0, -0.4, -1.1], [1.2, -0.4, -0.4], [-0.1, 0.6, -0.3], [-0.3, -0.4, 0.3], [-0.7, 0.3, -0.2], [-0.1, 0.8, -0.3], [-2.8, -1.4, -1.1], [1.7, 2.1, 1.8], [-9.1, -3.8, 0.7], [7.7, 2.3, -1.9], [1.2, -0.8, -0.3], [-0.9, 2.0, -0.4], [0.4, 0.8, -0.2], [1.1, 0.3, 1.1], [-0.5, 0.1, 0.5], [0.6, -0.4, 0.4], [-0.2, 0.0, 0.0], [0.4, -1.2, -0.5], [-1.4, -0.5, -0.6], [1.3, 0.4, -1.9], [0.9, -4.8, 6.6], [0.5, 2.4, -5.4], [-1.8, 2.4, -0.3], [0.3, -1.7, 1.2], [0.5, 0.4, -0.4], [0.0, -0.2, 0.6], [0.7, 0.3, 0.6], [-1.0, 1.0, 1.0], [0.3, -0.1, -0.1], [-0.2, 0.3, -1.2]],
  "mulliken_charge": [1.4597, 1.1328, -0.3048, -0.4578, 0.5862, -0.6451, -0.0480, -0.2987, -0.3779, -0.8995, -0.3192, 0.0284, 0.3476, -1.5689, 1.7580, -0.3451, -0.3908, 0.5968, -0.6873, -0.1738, 0.5245, 0.0226, 0.4659, -0.8800, 0.4580, 0.1421, -0.7019, 0.0922, 0.5229, -0.6726, -0.0360, -0.7997, 0.3937, 0.1000, 0.3059, 0.3727, 0.1645, 0.3110, 0.1453, -0.3025, 0.8296, -0.6210, -0.3159, -0.6472, 0.0867, -0.3708, 0.3371, 0.3168, 0.2547, 0.2810, -1.0123, 0.2365, 0.1235, -0.6629, 0.1980, -0.6033, 0.3006, 0.4377, 0.3152, 0.1718, -0.2634, 0.5952, -0.3800, -0.4059, 0.5725, -0.1756, -0.4142, -0.2283, 0.1837, 0.0751, 0.3710, 0.1780, 0.2708, -0.0665, -0.1376, -0.4060, 0.8138, -0.6151, -0.3609, -0.6457, 0.0541, 0.2367, 0.1699, 0.3078, 0.2739, 0.2873, -0.4647, -0.3972, 0.3523, -0.0308, -0.3986, 0.0451, 0.1187, 0.2391, 0.3240, 0.0717, 0.1140, 0.0586]
}